1.
Density functional theory data (ωB97M-V with the def2-TZVPD basis set) for a molecular structure, C14H7Cl5CrNO6 at a distorted geometry.

Its frontier orbital gap (alpha / beta) is 8.27 / 8.45 eV. Its spin multiplicity is 4. The value obtained for the relative energy (zero: lowest compared OMol25 entry of this formula, charge and spin) is 0.3520 eV. Its charge is 0. As for the expectation value of S²: 3.80. For the highest occupied orbital energy (alpha / beta), the calculation gives -0.33876 / -0.33841 Eh.

Positions of all 34 atoms, in Å:
Cr (-0.25333, -0.18989, -0.09063)
O (5.02946, -0.61265, -2.87005)
C (3.83555, -0.51309, -2.27224)
C (2.64935, -0.95121, -2.87802)
C (1.46899, -0.83855, -2.17272)
N (1.43281, -0.32213, -0.94361)
C (2.54026, 0.16178, -0.37951)
C (3.76763, 0.07956, -1.00180)
C (2.17537, 0.88011, 0.92422)
O (3.02380, 1.36935, 1.63603)
O (0.90325, 0.89913, 1.09016)
C (0.07047, -1.21202, -2.66034)
O (-0.10925, -1.65484, -3.77266)
O (-0.82103, -0.96003, -1.76956)
H (4.95206, -1.02966, -3.73845)
H (2.63105, -1.37673, -3.87155)
H (4.65273, 0.46012, -0.51913)
Cl (0.85566, -3.20566, -0.30781)
C (0.28733, -2.81666, 1.26022)
C (-0.20798, -1.53299, 1.44694)
C (-0.66635, -1.23675, 2.72664)
Cl (-1.24562, 0.34828, 3.03378)
C (-0.66680, -2.16663, 3.76419)
Cl (-1.26964, -1.74136, 5.31040)
C (-0.17960, -3.45253, 3.53054)
Cl (-0.20555, -4.62811, 4.77182)
C (0.31729, -3.77622, 2.26820)
Cl (0.94355, -5.33767, 1.96719)
C (-3.40525, -0.47999, -0.23156)
O (-2.31103, 0.23851, 0.32420)
H (-4.23543, 0.20391, -0.43173)
H (-3.73022, -1.27520, 0.44651)
H (-3.05475, -0.91817, -1.16598)
H (-2.57403, 0.58847, 1.19403)

Forces on the atoms, in the same order (eV/Å):
Cr -1.173 0.439 1.514
O 0.062 0.036 0.036
C -0.538 0.031 0.222
C -0.209 -0.017 0.177
C 0.133 -0.077 -0.303
N 1.548 -0.028 -1.187
C 0.035 0.197 0.127
C -0.063 -0.157 -0.030
C 1.116 0.011 -0.063
O -0.107 -0.121 -0.203
O -1.143 0.285 0.038
C 0.812 -0.333 -1.057
O 0.124 0.068 0.286
O -1.000 0.310 0.631
H -0.058 0.043 0.107
H -0.039 -0.017 -0.069
H 0.058 0.093 0.077
Cl 0.307 -0.836 -0.340
C -0.241 0.309 0.209
C -0.036 -0.428 0.043
C 0.201 -0.318 -0.332
Cl -0.277 0.575 0.603
C 0.028 -0.038 -0.130
Cl -0.043 -0.003 0.153
C 0.010 0.191 -0.239
Cl 0.023 -0.083 0.145
C -0.081 0.149 0.109
Cl 0.083 -0.228 -0.054
C -0.497 -0.436 -0.507
O 0.437 0.490 0.193
H 0.118 -0.097 0.035
H 0.068 0.103 -0.055
H -0.113 0.053 0.132
H 0.458 -0.165 -0.271



2.
Density functional theory data (ωB97M-V with the def2-TZVPD basis set) for a molecular structure, C2H3CeO at a distorted geometry.

Its frontier orbital gap (alpha / beta) is 6.40 / 7.82 eV. Its spin multiplicity is 2. The value obtained for the relative energy (zero: lowest compared OMol25 entry of this formula, charge and spin) is 4.9975 eV. Its charge is +2. As for the expectation value of S²: 1.23. For the highest occupied orbital energy (alpha / beta), the calculation gives -0.60595 / -0.65127 Eh.

Positions of all 7 atoms, in Å:
O (1.60752, -0.14774, 0.82301)
C (0.61922, -1.04390, 1.04168)
Ce (-1.09558, 0.67390, -0.10821)
H (2.49921, -0.32090, 1.18048)
C (1.51869, -0.03564, -0.80161)
H (1.78217, -0.93552, -1.37084)
H (2.32257, 0.69129, -0.98541)

Forces on the atoms, in the same order (eV/Å):
O 0.616 -0.467 -0.619
C -0.907 0.402 -0.104
Ce 1.517 -0.833 -0.138
H 0.506 -0.382 0.484
C -1.353 1.639 -1.006
H 0.070 -0.461 1.171
H -0.448 0.102 0.213



3.
Density functional theory data (ωB97M-V with the def2-TZVPD basis set) for 7 unconnected molecules or ions with the total composition C42H69N3O14 at a distorted geometry.

Its frontier orbital gap is 7.91 eV. Its SMILES is Oc1ccc(O)cc1.Oc1ccc(O)cc1.Oc1ccc(O)cc1.Oc1ccc(O)cc1.COCCNCCOC.COCCNCCOC.COCCNCCOC. Its charge is 0. For the highest occupied orbital energy, the calculation gives -0.27638 Eh.

Positions of all 128 atoms, in Å:
C (-5.95659, -2.76241, 1.66026)
O (-5.30728, -3.59780, 2.53557)
C (-4.78934, -2.96784, 3.73990)
C (-3.36745, -2.44556, 3.40874)
N (-2.54717, -3.57183, 3.04523)
C (-1.19842, -3.21521, 2.48571)
C (-1.27110, -2.52716, 1.10118)
O (-1.68540, -3.42396, 0.07620)
C (-1.73773, -2.66589, -1.14121)
H (-5.37320, -1.99673, 1.14890)
H (-6.84230, -2.27303, 2.06538)
H (-6.29539, -3.39835, 0.84241)
H (-4.91747, -3.61406, 4.60829)
H (-5.35773, -2.05632, 3.92475)
H (-2.89423, -1.87644, 4.20891)
H (-3.46552, -1.71418, 2.60652)
H (-3.05538, -3.91812, 2.24403)
H (-0.58671, -4.11531, 2.54666)
H (-0.60682, -2.59872, 3.16251)
H (-0.28928, -2.12766, 0.84715)
H (-1.94926, -1.67403, 1.11979)
H (-2.30072, -1.73552, -1.06672)
H (-2.18180, -3.36180, -1.85298)
H (-0.77212, -2.47374, -1.60895)
C (-5.23391, 0.96996, 2.30828)
O (-4.31803, 1.75723, 3.03229)
C (-4.98438, 2.61541, 3.92731)
C (-4.09538, 3.69258, 4.57008)
N (-3.88841, 4.82774, 3.59797)
C (-2.86070, 4.62902, 2.51774)
C (-2.27776, 5.94614, 2.02136)
O (-3.14122, 6.74228, 1.28852)
C (-2.60941, 8.02461, 0.86958)
H (-5.51790, 0.06578, 2.84672)
H (-4.79977, 0.48979, 1.43131)
H (-6.12116, 1.55178, 2.05852)
H (-5.44841, 1.95714, 4.66178)
H (-5.85592, 3.04150, 3.43035)
H (-3.27226, 3.29990, 5.16705)
H (-4.74152, 4.13826, 5.32638)
H (-4.74979, 5.07749, 3.13348)
H (-3.35708, 4.02061, 1.76175)
H (-2.05616, 3.98938, 2.88063)
H (-1.43092, 5.66931, 1.39340)
H (-1.73865, 6.45182, 2.82244)
H (-1.68822, 7.82292, 0.32290)
H (-2.30571, 8.79098, 1.58271)
H (-3.26368, 8.44822, 0.10762)
C (5.43335, -5.00430, -6.22643)
O (4.83528, -4.12217, -7.11615)
C (5.66118, -3.06611, -7.67657)
C (4.73357, -1.91949, -8.06170)
N (3.99700, -1.60104, -6.86728)
C (2.90188, -0.68789, -7.18598)
C (2.16120, -0.21032, -5.94776)
O (1.44156, -1.30492, -5.52865)
C (0.29489, -1.17509, -4.72648)
H (4.68394, -5.69975, -5.84849)
H (5.88390, -4.41689, -5.42641)
H (6.15785, -5.56376, -6.81822)
H (6.14373, -3.51910, -8.54263)
H (6.39823, -2.66653, -6.98002)
H (4.10864, -2.18988, -8.91285)
H (5.23796, -1.06851, -8.51944)
H (3.57101, -2.44427, -6.51007)
H (2.21349, -1.14901, -7.89420)
H (3.19299, 0.27129, -7.61418)
H (1.62096, 0.71589, -6.14368)
H (2.89476, 0.09088, -5.19993)
H (0.28400, -0.29645, -4.08151)
H (-0.00082, -2.04915, -4.14624)
H (-0.45606, -1.05476, -5.50731)
C (3.46619, -4.42143, -2.26287)
C (3.39700, -4.62827, -0.92123)
C (2.86196, -3.55437, -0.13824)
C (2.50080, -2.28249, -0.66870)
C (2.46330, -2.11381, -2.00762)
C (2.97073, -3.19444, -2.77166)
O (3.08603, -3.00132, -4.10014)
O (2.68738, -3.71469, 1.20967)
H (3.86516, -5.14784, -2.95537)
H (3.67500, -5.54298, -0.41882)
H (2.13167, -1.55292, 0.03689)
H (1.94408, -1.35112, -2.56898)
H (2.31529, -2.49831, -4.37317)
H (2.97917, -4.53801, 1.60791)
C (-0.38847, 0.31733, 8.92625)
C (-1.52806, 0.23459, 8.06176)
C (-1.35210, 0.07493, 6.72884)
C (-0.13250, 0.13643, 6.14800)
C (1.02165, 0.03340, 6.98642)
C (0.88957, 0.20749, 8.34711)
O (1.98503, 0.12528, 9.03321)
O (-2.49702, 0.01989, 5.96988)
H (-0.52774, 0.53537, 9.97480)
H (-2.53223, 0.33924, 8.44530)
H (0.00311, 0.26208, 5.08394)
H (1.96939, -0.19635, 6.52229)
H (2.86642, 0.01400, 8.66937)
H (-2.11676, 0.26332, 5.12268)
C (-1.92646, 1.01910, 0.67551)
C (-1.14111, 0.92662, -0.50522)
C (0.27268, 0.93204, -0.46758)
C (0.94224, 1.17936, 0.75089)
C (0.11687, 1.10972, 1.88834)
C (-1.26605, 0.96938, 1.87452)
O (-1.87060, 0.86068, 3.07785)
O (0.92108, 0.81225, -1.69176)
H (-2.97936, 0.85920, 0.49594)
H (-1.54578, 0.77477, -1.49496)
H (1.99182, 1.41888, 0.83691)
H (0.55413, 1.24056, 2.86715)
H (-2.79596, 1.09493, 2.97557)
H (1.88004, 0.77800, -1.66273)
C (3.32969, 3.01915, -1.60496)
C (3.18214, 4.19658, -2.18102)
C (3.29394, 4.29620, -3.55653)
C (3.62735, 3.17689, -4.31748)
C (3.94470, 2.00408, -3.65058)
C (3.77032, 1.91902, -2.32544)
O (4.08658, 0.77998, -1.69375)
O (3.14709, 5.50857, -4.09094)
H (3.06693, 2.98919, -0.55784)
H (3.02794, 5.04926, -1.53639)
H (3.81679, 3.23065, -5.37938)
H (4.32017, 1.14286, -4.18324)
H (4.66067, 0.14470, -2.12782)
H (2.67830, 5.96555, -3.38879)

Forces on the atoms, in the same order (eV/Å):
C -0.853 0.033 -1.312
O 0.710 -0.372 1.715
C 0.368 1.407 -1.285
C -0.225 -0.305 0.883
N 1.165 0.317 -0.801
C -0.779 0.000 0.087
C 0.649 -0.823 0.837
O 0.166 1.281 -0.278
C -0.240 -1.728 -0.457
H 0.643 0.245 0.303
H -0.137 0.061 0.399
H -0.170 -0.082 -0.012
H 0.418 -0.285 -0.369
H -0.491 0.022 0.194
H -0.253 -0.192 0.447
H -0.248 0.226 -0.416
H 0.032 -0.897 -0.157
H -0.174 -0.285 -0.884
H -0.526 0.644 0.215
H 0.298 0.098 -0.020
H -0.168 0.077 0.199
H -0.131 -0.041 0.181
H -0.519 0.249 -0.084
H 0.549 0.314 0.608
C -0.231 -0.957 -0.023
O 0.298 0.072 -1.112
C -0.088 -0.589 1.238
C -2.091 0.935 -1.569
N 2.102 -0.599 0.633
C -1.501 0.056 0.904
C 1.586 -0.973 -0.101
O -0.967 1.785 0.147
C 0.609 -1.309 -1.050
H -0.394 0.170 0.722
H 0.351 0.770 -0.287
H -0.001 -0.087 -0.232
H 0.082 0.001 0.677
H 0.145 0.589 -0.296
H 0.568 0.178 -0.816
H -0.150 -0.049 0.206
H -0.208 -0.149 0.342
H 0.337 0.257 -0.747
H 0.151 0.242 0.247
H 0.258 -0.265 -0.622
H -0.623 0.399 0.590
H 0.341 -0.146 -0.159
H -0.631 -0.372 0.812
H -0.373 -0.101 0.423
C 0.546 0.188 -0.489
O -0.892 1.624 -0.754
C -0.568 -0.824 -0.293
C 0.119 -0.950 -0.224
N -0.624 1.653 -0.330
C -0.090 0.924 0.546
C 1.117 0.200 -0.365
O -0.081 -1.977 1.298
C -1.290 1.130 -1.196
H -0.049 0.210 0.039
H 0.269 -0.393 0.337
H 0.546 -0.377 0.509
H 0.366 0.280 -0.137
H 0.070 -0.341 0.327
H -0.589 -0.673 -0.058
H 0.597 0.253 0.729
H 0.212 -0.286 0.119
H -0.385 0.019 -0.096
H 0.913 -0.216 -0.494
H -0.827 -0.213 -0.212
H 0.177 -0.165 0.193
H 0.262 0.053 0.121
H 0.739 -0.286 -0.081
H -0.920 0.229 0.526
C -0.442 1.503 -1.065
C -1.106 1.875 1.807
C 0.881 -0.659 -0.355
C -0.381 -1.653 2.261
C 0.543 -2.200 -1.713
C 0.587 -0.128 0.453
O 0.005 -0.608 -0.855
O -0.356 0.885 0.628
H -0.045 -0.006 -0.075
H 0.087 -0.118 -0.098
H -0.085 0.122 0.054
H 0.332 0.562 0.360
H 0.011 0.495 -0.806
H 0.180 -0.168 -0.636
C -0.869 0.252 -1.323
C 1.837 0.068 2.828
C -1.608 0.572 -0.407
C 2.904 -0.590 0.640
C -2.310 0.600 -1.832
C -1.478 -0.935 -2.308
O 2.271 0.188 4.408
O 0.428 0.269 -0.335
H 0.152 -0.191 0.082
H 0.007 -0.080 0.132
H -0.151 -0.466 -0.211
H 0.246 0.356 0.093
H -0.672 0.076 -0.901
H -0.755 -0.069 -1.026
C 0.758 -1.090 -2.483
C 1.289 -0.081 0.738
C 0.181 0.737 -0.185
C -2.051 -0.607 0.020
C 1.052 0.419 -0.110
C 0.797 0.428 0.060
O 0.491 -0.294 0.441
O -1.093 0.000 0.210
H -0.192 0.317 0.564
H -0.437 0.148 0.051
H 0.088 -0.319 -0.092
H 0.176 -0.030 0.114
H -0.863 0.339 0.273
H 0.203 -0.012 0.645
C 0.069 -2.308 2.114
C -0.351 1.528 -1.104
C 0.680 -1.181 -0.288
C 0.440 0.763 0.146
C -0.090 0.305 -1.739
C 0.519 0.024 0.512
O -0.462 -1.222 2.297
O -0.489 1.088 -0.789
H 0.483 -0.524 0.256
H -0.340 0.328 -0.216
H -0.237 0.281 -0.089
H 0.061 -0.014 -0.158
H -0.115 0.290 -0.569
H -0.050 0.848 -0.355



4.
Density functional theory data (ωB97M-V with the def2-TZVPD basis set) for 2 unconnected molecules or ions with the total composition C3H10NOS at a distorted geometry.

Its frontier orbital gap is 6.90 eV. The value obtained for the relative energy (zero: lowest compared OMol25 entry of this formula, charge and spin) is 1.8137 eV. Its charge is -1. For the highest occupied orbital energy, the calculation gives -0.12197 Eh.

Positions of all 16 atoms, in Å:
C (-0.03059, 0.93657, 1.92295)
S (1.75834, 1.25779, 1.99834)
C (2.12998, 1.01980, 0.21612)
H (-0.29270, 0.68431, 0.89213)
H (-0.69186, 1.67796, 2.35842)
H (-0.12896, -0.01753, 2.45881)
H (3.18480, 0.68109, 0.18812)
H (1.37475, 0.28983, -0.16461)
H (2.04511, 2.01847, -0.26587)
N (-2.25251, -1.35034, -1.54711)
C (-0.74337, -1.31889, -1.44335)
O (-0.28457, -0.39357, -0.55848)
H (-2.60086, -0.38317, -1.74819)
H (-2.64308, -1.57280, -0.60077)
H (-0.41204, -2.39271, -1.18640)
H (-0.41245, -1.13681, -2.52012)

Forces on the atoms, in the same order (eV/Å):
C 0.306 -1.109 0.461
S -0.135 0.333 -0.294
C 0.345 0.628 0.520
H -0.166 0.195 0.053
H 0.243 0.358 0.097
H -0.446 0.308 -0.004
H -0.590 0.054 -0.246
H 0.591 0.329 -0.172
H 0.053 -0.775 0.008
N -0.683 0.102 0.510
C 0.044 0.509 0.359
O -0.252 -1.025 -1.037
H 0.730 -1.042 0.335
H 0.651 0.370 -1.013
H -0.527 0.918 -0.288
H -0.163 -0.153 0.712